# 1
{
  "formula": "C25H29F3N2O2",
  "method": "wB97M-V/def2-TZVPD",
  "elements": ["O", "C", "C", "C", "C", "C", "O", "C", "C", "C", "N", "C", "C", "C", "C", "C", "C", "C", "C", "F", "F", "F", "C", "C", "C", "C", "N", "C", "C", "C", "C", "C", "H", "H", "H", "H", "H", "H", "H", "H", "H", "H", "H", "H", "H", "H", "H", "H", "H", "H", "H", "H", "H", "H", "H", "H", "H", "H", "H", "H", "H"],
  "coordinates": [[5.29, -1.74, 2.08], [4.84, -1.20, 1.08], [3.51, -0.51, 1.11], [2.46, -0.95, 0.32], [1.21, -0.36, 0.41], [0.99, 0.69, 1.31], [-0.18, 1.34, 1.49], [-1.32, 1.00, 0.73], [-1.27, 1.63, -0.67], [-2.48, 1.17, -1.48], [-3.60, 0.84, -0.60], [-4.84, 0.69, -1.34], [-5.88, -0.01, -0.52], [-7.12, 0.59, -0.32], [-8.10, -0.01, 0.45], [-7.86, -1.23, 1.04], [-6.64, -1.86, 0.85], [-5.66, -1.26, 0.07], [-4.36, -2.01, -0.07], [-3.78, -1.91, -1.28], [-4.52, -3.33, 0.13], [-3.43, -1.62, 0.82], [-3.71, 1.77, 0.50], [-2.54, 1.54, 1.47], [2.05, 1.12, 2.11], [3.29, 0.52, 2.02], [5.49, -1.22, -0.11], [5.18, -0.38, -1.24], [6.27, 0.69, -1.43], [7.64, 0.02, -1.57], [7.90, -0.87, -0.36], [6.77, -1.88, -0.21], [2.61, -1.77, -0.36], [0.41, -0.73, -0.21], [-1.41, -0.09, 0.63], [-0.35, 1.37, -1.18], [-1.28, 2.72, -0.55], [-2.24, 0.26, -2.04], [-2.76, 1.95, -2.20], [-5.24, 1.67, -1.68], [-4.62, 0.10, -2.24], [-7.30, 1.55, -0.77], [-9.05, 0.49, 0.58], [-8.62, -1.71, 1.65], [-6.45, -2.81, 1.31], [-4.65, 1.60, 1.01], [-3.71, 2.82, 0.14], [-2.83, 0.83, 2.24], [-2.26, 2.48, 1.96], [1.87, 1.92, 2.81], [4.10, 0.84, 2.66], [4.21, 0.09, -1.10], [5.14, -1.01, -2.14], [6.04, 1.29, -2.31], [6.27, 1.34, -0.56], [8.41, 0.79, -1.66], [7.65, -0.58, -2.48], [8.85, -1.39, -0.47], [7.95, -0.25, 0.54], [6.91, -2.47, 0.70], [6.75, -2.55, -1.08]],
  "mulliken_charge": [-0.671, 0.319, 0.226, -0.591, -0.096, 0.684, -0.437, 0.345, -0.817, -0.988, 0.810, -1.422, 0.535, -0.607, -0.642, -0.547, -0.767, 0.365, 1.092, -0.296, -0.310, -0.253, -0.799, -0.964, -0.822, -0.751, 0.090, -0.656, -0.668, -0.700, -0.596, -0.947, 0.438, 0.456, 0.341, 0.490, 0.275, 0.406, 0.286, 0.409, 0.442, 0.363, 0.400, 0.402, 0.468, 0.440, 0.279, 0.302, 0.345, 0.450, 0.439, 0.456, 0.244, 0.352, 0.287, 0.347, 0.299, 0.364, 0.294, 0.482, 0.324],
  "homo_energy_ev": -8.360,
  "smiles": "O=C(c1ccc(OC2CCN(Cc3ccccc3C(F)(F)F)CC2)cc1)N1CCCCC1",
  "energy_ha": -1529.6758,
  "de_lowest_kcal_mol": 1.03,
  "fmax_ev_per_a": 0.557
}

# 2
{
  "formula": "C25H29IrN5S",
  "method": "wB97M-V/def2-TZVPD",
  "elements": ["Ir", "C", "N", "C", "C", "C", "C", "C", "C", "N", "C", "C", "C", "C", "C", "C", "N", "C", "C", "C", "C", "C", "N", "H", "H", "H", "H", "H", "H", "H", "H", "H", "H", "H", "H", "H", "H", "H", "H", "H", "H", "C", "C", "C", "N", "C", "C", "H", "H", "H", "H", "H", "C", "S", "C", "H", "H", "H", "H", "H", "H"],
  "coordinates": [[-0.15, 0.01, 0.16], [0.01, -1.96, -2.08], [0.09, -0.47, -1.85], [-1.06, 0.19, -2.55], [-2.33, -0.05, -1.74], [-3.56, -0.22, -2.33], [-4.67, -0.47, -1.53], [-4.50, -0.56, -0.17], [-3.24, -0.38, 0.37], [-2.17, -0.09, -0.39], [1.43, 0.07, -2.26], [2.43, -0.17, -1.15], [3.78, -0.33, -1.38], [4.63, -0.55, -0.31], [4.10, -0.62, 0.97], [2.75, -0.45, 1.14], [1.92, -0.21, 0.11], [-0.13, -2.75, -0.80], [-0.12, -4.13, -0.81], [-0.27, -4.81, 0.38], [-0.43, -4.09, 1.56], [-0.42, -2.71, 1.50], [-0.27, -2.04, 0.34], [0.89, -2.28, -2.64], [-0.85, -2.16, -2.72], [-1.16, -0.19, -3.57], [-0.84, 1.26, -2.63], [-3.65, -0.18, -3.41], [-5.65, -0.60, -1.98], [-5.33, -0.78, 0.49], [-3.07, -0.44, 1.43], [1.32, 1.14, -2.44], [1.75, -0.39, -3.20], [4.16, -0.30, -2.40], [5.70, -0.67, -0.48], [4.73, -0.80, 1.83], [2.28, -0.50, 2.11], [-0.01, -4.66, -1.74], [-0.28, -5.90, 0.40], [-0.56, -4.58, 2.51], [-0.55, -2.12, 2.38], [0.99, 4.82, -0.29], [1.62, 3.97, 0.60], [1.19, 2.66, 0.71], [0.17, 2.16, -0.02], [-0.46, 3.01, -0.85], [-0.08, 4.33, -1.01], [1.31, 5.85, -0.40], [2.45, 4.30, 1.21], [1.67, 1.99, 1.40], [-1.35, 2.65, -1.35], [-0.65, 4.95, -1.69], [-1.09, 2.20, 2.90], [-0.82, 0.47, 2.47], [0.30, 0.06, 3.84], [-1.65, 2.19, 3.83], [-1.69, 2.66, 2.13], [-0.16, 2.74, 3.05], [1.13, 0.76, 3.89], [0.67, -0.95, 3.73], [-0.29, 0.12, 4.75]],
  "mulliken_charge": [3.452, -1.416, -1.089, -1.695, 1.058, -0.994, -0.489, -0.939, -0.005, -0.224, -1.629, 1.152, -0.907, -0.475, -0.989, 0.091, -0.151, 0.923, -0.931, -0.432, -1.056, -0.199, 0.011, 0.692, 0.636, 0.564, 0.534, 0.556, 0.486, 0.503, 0.549, 0.436, 0.650, 0.555, 0.475, 0.508, 0.218, 0.567, 0.473, 0.512, 0.492, -0.383, -1.020, -0.045, 0.380, -0.268, -1.126, 0.461, 0.514, 0.514, 0.561, 0.513, -1.180, 0.381, -1.306, 0.532, 0.319, 0.351, 0.425, 0.414, 0.488],
  "charge": 3,
  "homo_energy_ev": -18.465,
  "energy_ha": -1745.5425,
  "de_lowest_kcal_mol": 8.30,
  "fmax_ev_per_a": 0.700
}

# 3
{
  "formula": "C25H29N2O8P2SSeTi",
  "method": "wB97M-V/def2-TZVPD",
  "elements": ["Ti", "C", "C", "O", "P", "O", "O", "O", "P", "O", "O", "O", "H", "H", "H", "H", "H", "H", "H", "C", "C", "C", "C", "C", "C", "N", "H", "H", "H", "H", "H", "H", "H", "H", "O", "S", "C", "C", "C", "C", "C", "C", "C", "C", "C", "C", "C", "C", "H", "H", "H", "H", "H", "H", "H", "H", "H", "H", "Se", "C", "C", "C", "N", "C", "C", "H", "H", "H", "H"],
  "coordinates": [[-1.44, -0.22, 0.22], [-1.62, -3.40, 4.14], [-2.12, -2.18, 3.37], [-3.33, -1.65, 3.90], [-0.97, -0.75, 3.52], [-1.36, -0.06, 4.88], [0.50, -1.24, 3.78], [-1.03, 0.12, 2.32], [-2.18, -2.46, 1.57], [-2.99, -3.81, 1.47], [-0.78, -2.43, 1.03], [-2.95, -1.29, 0.93], [-1.48, -3.15, 5.19], [-0.69, -3.78, 3.72], [-2.37, -4.19, 4.08], [-4.09, -2.17, 3.61], [-2.31, 0.06, 5.01], [0.71, -1.43, 4.70], [-3.12, -4.17, 0.58], [-0.32, 2.92, 0.70], [-1.72, 2.71, 0.21], [-2.67, 3.64, 0.01], [-3.84, 2.99, -0.51], [-3.58, 1.67, -0.61], [-4.47, 0.60, -1.14], [-2.25, 1.44, -0.16], [-0.21, 3.96, 0.99], [0.41, 2.70, -0.07], [-0.08, 2.30, 1.57], [-2.55, 4.70, 0.20], [-4.77, 3.45, -0.78], [-5.45, 1.04, -1.34], [-4.61, -0.22, -0.44], [-4.09, 0.18, -2.07], [0.46, 0.13, 0.01], [1.71, -0.75, 0.32], [2.43, -1.03, -1.27], [2.33, -0.09, -2.28], [2.97, -0.34, -3.48], [3.70, -1.51, -3.65], [3.78, -2.45, -2.63], [3.13, -2.21, -1.43], [2.84, 0.40, 1.05], [3.34, 0.06, 2.30], [4.22, 0.92, 2.94], [4.57, 2.11, 2.33], [4.06, 2.45, 1.08], [3.19, 1.60, 0.43], [1.73, 0.80, -2.16], [2.90, 0.38, -4.29], [4.20, -1.70, -4.59], [4.33, -3.37, -2.78], [3.17, -2.94, -0.62], [3.04, -0.87, 2.76], [4.62, 0.66, 3.90], [5.26, 2.79, 2.82], [4.34, 3.38, 0.61], [2.80, 1.85, -0.55], [-1.59, -1.41, -1.93], [-0.91, -0.25, -3.29], [-0.43, -0.85, -4.45], [0.09, -0.05, -5.45], [0.18, 1.28, -5.36], [-0.31, 1.84, -4.26], [-0.86, 1.13, -3.20], [-0.45, -1.93, -4.57], [0.47, -0.49, -6.36], [-0.25, 2.93, -4.21], [-1.24, 1.66, -2.34]],
  "mulliken_charge": [0.524, -1.866, 1.370, -0.632, 0.276, -0.572, -0.455, -0.172, 0.296, -0.518, -0.635, -0.392, 0.437, 0.391, 0.388, 0.396, 0.396, 0.331, 0.413, -0.956, 0.141, -0.853, -0.781, 0.244, -1.250, 1.086, 0.488, -0.010, 0.091, 0.535, 0.517, 0.414, 0.154, 0.203, 0.974, 0.163, 1.023, -0.077, -1.018, -0.639, -0.786, -0.539, 0.868, -0.432, -0.748, -0.523, -0.880, 0.004, 0.270, 0.499, 0.442, 0.425, 0.471, 0.403, 0.428, 0.418, 0.449, 0.286, -0.109, 0.451, -0.598, -0.501, -0.611, -0.546, -0.296, 0.429, 0.398, 0.405, 0.496],
  "charge": 1,
  "homo_energy_ev": -10.230,
  "energy_ha": -6013.4064,
  "de_lowest_kcal_mol": 0.00,
  "fmax_ev_per_a": 0.291
}

# 4
{
  "formula": "C25H29N3O4",
  "method": "wB97M-V/def2-TZVPD",
  "elements": ["C", "C", "C", "C", "C", "C", "N", "C", "O", "C", "C", "C", "O", "N", "C", "C", "C", "C", "O", "C", "C", "O", "N", "C", "C", "C", "C", "C", "C", "C", "C", "C", "H", "H", "H", "H", "H", "H", "H", "H", "H", "H", "H", "H", "H", "H", "H", "H", "H", "H", "H", "H", "H", "H", "H", "H", "H", "H", "H", "H", "H"],
  "coordinates": [[-0.89, -3.51, 1.79], [0.02, -3.30, 0.62], [1.35, -2.94, 0.79], [2.19, -2.80, -0.30], [1.72, -3.01, -1.59], [2.64, -2.84, -2.77], [2.70, -1.44, -3.16], [2.11, -0.97, -4.27], [1.62, -1.68, -5.12], [2.05, 0.56, -4.38], [3.33, 1.27, -3.95], [3.15, 1.49, -2.45], [4.03, 1.74, -1.65], [1.83, 1.32, -2.17], [1.31, 1.30, -0.86], [0.40, 0.32, -0.48], [-0.08, 0.26, 0.82], [0.35, 1.19, 1.76], [-0.06, 1.23, 3.06], [-0.91, 0.20, 3.52], [-2.31, 0.18, 2.90], [-2.82, -0.87, 2.54], [-2.94, 1.36, 2.78], [-2.48, 2.67, 3.21], [-3.77, 3.49, 3.26], [-4.58, 2.91, 2.10], [-4.27, 1.42, 2.20], [1.25, 2.18, 1.37], [1.73, 2.24, 0.08], [1.03, 1.07, -3.35], [0.38, -3.33, -1.77], [-0.46, -3.48, -0.68], [-0.33, -3.54, 2.72], [-1.44, -4.44, 1.68], [-1.63, -2.71, 1.86], [1.74, -2.79, 1.79], [3.23, -2.53, -0.14], [2.27, -3.39, -3.64], [3.65, -3.18, -2.53], [3.04, -0.81, -2.46], [1.75, 0.80, -5.40], [3.42, 2.24, -4.43], [4.24, 0.71, -4.15], [0.08, -0.44, -1.17], [-0.78, -0.51, 1.07], [-1.01, 0.38, 4.60], [-0.46, -0.79, 3.37], [-1.98, 2.61, 4.18], [-1.78, 3.09, 2.48], [-3.58, 4.55, 3.15], [-4.29, 3.32, 4.20], [-5.64, 3.11, 2.19], [-4.21, 3.31, 1.16], [-4.28, 0.90, 1.24], [-4.97, 0.90, 2.86], [1.58, 2.90, 2.11], [2.44, 2.99, -0.20], [0.56, 2.00, -3.68], [0.24, 0.34, -3.15], [0.01, -3.48, -2.77], [-1.49, -3.74, -0.83]],
  "mulliken_charge": [-1.363, 0.896, -0.563, -0.437, 0.821, -1.780, 0.025, 0.358, -0.704, 0.099, -0.827, 0.258, -0.646, 0.211, 0.372, -0.072, -0.678, 0.532, -0.450, -0.607, 0.592, -0.757, 0.257, -0.456, -0.677, -0.651, -0.567, -0.779, -0.559, -0.820, -0.622, -0.561, 0.325, 0.482, 0.173, 0.332, 0.412, 0.567, 0.394, 0.188, 0.498, 0.333, 0.345, 0.201, 0.310, 0.396, 0.191, 0.318, 0.160, 0.380, 0.310, 0.361, 0.289, 0.298, 0.319, 0.479, 0.430, 0.417, 0.389, 0.428, 0.429],
  "homo_energy_ev": -8.311,
  "smiles": "Cc1ccc(CNC(=O)[C@@H]2CC(=O)N(c3ccc(OCC(=O)N4CCCC4)cc3)C2)cc1",
  "energy_ha": -1435.3500,
  "de_lowest_kcal_mol": 23.67,
  "fmax_ev_per_a": 0.688
}

# 5
{
  "formula": "C25H29N3O6S",
  "method": "wB97M-V/def2-TZVPD",
  "elements": ["C", "C", "O", "C", "C", "C", "C", "N", "C", "O", "C", "N", "S", "O", "O", "C", "C", "C", "C", "C", "C", "C", "C", "C", "C", "O", "N", "C", "C", "C", "C", "C", "O", "C", "C", "H", "H", "H", "H", "H", "H", "H", "H", "H", "H", "H", "H", "H", "H", "H", "H", "H", "H", "H", "H", "H", "H", "H", "H", "H", "H", "H", "H", "H"],
  "coordinates": [[-7.02, -1.69, 1.26], [-5.79, -1.63, 0.36], [-4.66, -1.44, 1.19], [-3.43, -1.38, 0.62], [-3.17, -1.46, -0.74], [-1.86, -1.36, -1.20], [-0.81, -1.18, -0.32], [0.52, -1.07, -0.79], [0.93, -0.04, -1.56], [2.08, 0.12, -1.93], [-0.11, 1.00, -2.00], [0.47, 2.32, -1.86], [0.66, 2.70, -0.22], [0.99, 1.52, 0.54], [1.54, 3.82, -0.15], [-1.02, 3.18, 0.15], [-1.49, 4.37, -0.36], [-2.81, 4.73, -0.13], [-3.63, 3.89, 0.61], [-3.14, 2.70, 1.13], [-1.82, 2.34, 0.90], [1.47, -2.03, -0.21], [2.35, -2.72, -1.25], [1.52, -3.52, -2.25], [2.29, -1.40, 0.93], [2.14, -1.77, 2.08], [3.17, -0.47, 0.55], [3.92, 0.32, 1.51], [5.37, 0.32, 1.18], [6.30, -0.68, 1.19], [7.51, -0.10, 0.75], [7.23, 1.21, 0.50], [5.94, 1.47, 0.75], [-1.07, -1.13, 1.05], [-2.36, -1.23, 1.51], [-7.11, -0.76, 1.82], [-7.91, -1.83, 0.66], [-6.92, -2.51, 1.96], [-5.69, -2.56, -0.21], [-5.88, -0.79, -0.35], [-3.96, -1.59, -1.45], [-1.67, -1.43, -2.26], [-1.01, 0.97, -1.39], [-0.37, 0.84, -3.05], [1.37, 2.37, -2.32], [-0.82, 5.00, -0.93], [-3.20, 5.65, -0.52], [-4.66, 4.16, 0.79], [-3.78, 2.04, 1.70], [-1.40, 1.43, 1.29], [0.85, -2.80, 0.27], [3.03, -3.38, -0.72], [2.95, -1.98, -1.79], [0.85, -2.87, -2.80], [2.17, -4.03, -2.96], [0.92, -4.27, -1.73], [3.14, -0.13, -0.41], [3.74, -0.13, 2.49], [3.54, 1.35, 1.50], [6.14, -1.69, 1.49], [8.46, -0.58, 0.64], [7.84, 2.02, 0.15], [-0.25, -1.01, 1.74], [-2.57, -1.19, 2.57]],
  "mulliken_charge": [-1.444, -0.273, -0.420, 0.741, -0.519, -0.409, -0.729, 0.856, 0.634, -0.815, -0.900, -0.370, 1.312, -0.413, -0.785, -0.046, -0.662, -0.584, -0.481, -0.681, -0.004, 0.036, -0.473, -1.360, -0.020, -0.744, 0.227, -0.788, 0.348, -0.541, -0.450, -0.451, -0.322, -0.650, -0.462, 0.324, 0.422, 0.334, 0.365, 0.358, 0.446, 0.467, 0.462, 0.259, 0.395, 0.408, 0.401, 0.394, 0.464, 0.569, 0.507, 0.490, 0.307, 0.230, 0.475, 0.313, 0.271, 0.550, 0.182, 0.532, 0.421, 0.458, 0.410, 0.428],
  "homo_energy_ev": -8.177,
  "smiles": "CCOc1ccc(N(C(=O)CNS(=O)(=O)c2ccccc2)[C@@H](CC)C(=O)NCc2ccco2)cc1",
  "energy_ha": -1983.9568,
  "de_lowest_kcal_mol": 38.95,
  "fmax_ev_per_a": 0.909
}

# 6
{
  "formula": "C25H29N3P2Ti",
  "method": "wB97M-V/def2-TZVPD",
  "elements": ["C", "C", "C", "C", "C", "C", "C", "C", "C", "C", "C", "C", "C", "H", "H", "H", "H", "H", "H", "H", "N", "Ti", "C", "H", "H", "C", "H", "H", "P", "P", "C", "H", "H", "H", "C", "H", "H", "H", "C", "H", "H", "H", "C", "H", "H", "H", "H", "H", "N", "C", "C", "C", "C", "N", "C", "C", "H", "H", "H", "H"],
  "coordinates": [[-2.69, -3.59, -1.09], [-1.60, -2.84, -1.50], [-1.88, -1.59, -2.23], [-3.14, -0.94, -2.07], [-4.06, -1.61, -1.26], [-3.95, -2.98, -0.98], [-3.28, 0.40, -2.55], [-2.09, 1.08, -2.96], [-0.88, 0.34, -3.12], [0.34, 1.09, -3.43], [0.25, 2.35, -3.99], [-0.94, 3.07, -3.87], [-1.98, 2.48, -3.16], [-2.61, -4.67, -0.85], [-4.92, -1.04, -0.93], [-4.83, -3.55, -0.61], [-3.99, 1.03, -1.98], [1.12, 2.84, -4.48], [-1.00, 4.09, -4.29], [-2.85, 3.09, -2.88], [-0.89, -1.01, -2.93], [0.42, 0.59, 1.01], [-0.28, -3.09, -0.93], [0.52, -2.96, -1.64], [-0.16, -4.10, -0.53], [1.68, 0.66, -2.89], [1.96, -0.36, -3.23], [2.48, 1.33, -3.29], [0.10, -1.85, 0.45], [1.72, 0.76, -1.00], [2.41, 2.48, -0.96], [2.65, 2.76, 0.08], [3.34, 2.50, -1.56], [1.68, 3.20, -1.38], [3.20, -0.23, -0.68], [4.08, 0.28, -1.08], [3.34, -0.33, 0.40], [3.12, -1.21, -1.15], [-1.10, -2.41, 1.69], [-0.94, -3.47, 1.93], [-1.03, -1.85, 2.63], [-2.12, -2.29, 1.32], [1.59, -2.64, 1.20], [1.95, -2.08, 2.07], [1.34, -3.66, 1.55], [2.42, -2.74, 0.48], [-0.80, 0.35, 0.14], [0.08, 1.53, -0.43], [1.59, 2.65, 7.98], [1.42, 2.37, 6.85], [1.17, 1.99, 5.51], [2.23, 1.89, 4.61], [1.95, 1.47, 3.33], [0.68, 1.19, 2.98], [-0.35, 1.31, 3.83], [-0.14, 1.69, 5.14], [3.26, 2.11, 4.89], [2.73, 1.34, 2.58], [-1.34, 1.09, 3.44], [-0.98, 1.68, 5.82]],
  "mulliken_charge": [-0.486, 0.323, 0.331, 1.092, -1.094, -0.604, -0.771, 1.259, 0.138, 0.014, -0.410, -0.704, -1.084, 0.388, 0.452, 0.395, 0.319, 0.391, 0.418, 0.401, -0.470, -1.083, -1.420, 0.451, 0.715, -1.206, 0.488, 0.664, 1.306, 1.457, -1.316, 0.403, 0.457, 0.413, -1.272, 0.504, 0.385, 0.320, -1.344, 0.426, 0.446, 0.305, -1.356, 0.383, 0.482, 0.315, 0.536, 0.054, -0.313, -0.375, 0.798, -0.698, -0.076, -0.260, -0.213, -0.699, 0.494, 0.495, 0.537, 0.498],
  "charge": 2,
  "homo_energy_ev": -12.811,
  "energy_ha": -2665.7694,
  "fmax_ev_per_a": 3.382
}